<A>
C32H36Br3CrN2O3P | wB97M-V/def2-TZVPD

HOMO (alpha / beta): -7.8 / -8.0 eV
Lowest unoccupied orbital energy (alpha / beta): -0.04627 / -0.04684 Ha
⟨S²⟩: 6.0370

```
! RIJCOSX wB97M-V def2-TZVPD def2/J DEFGRID3
* xyz 0 5
Cr -0.665 -2.149 -0.070
Br 5.925 -3.485 -3.290
C 4.386 -3.152 -2.229
C 4.476 -3.309 -0.843
C 3.392 -3.028 -0.046
C 2.182 -2.596 -0.613
O 1.175 -2.279 0.151
C 2.087 -2.494 -2.024
C 0.866 -2.119 -2.647
N -0.262 -1.926 -2.036
C -1.380 -1.467 -2.763
C -1.592 -1.576 -4.118
C -2.740 -1.018 -4.701
C -3.666 -0.353 -3.944
C -3.512 -0.277 -2.545
C -4.453 0.317 -1.680
C -4.236 0.269 -0.330
C -3.099 -0.375 0.167
N -2.188 -0.918 -0.612
C -2.375 -0.868 -1.960
C 3.219 -2.750 -2.820
H 5.410 -3.632 -0.405
H 3.451 -3.135 1.029
H 0.915 -1.955 -3.722
H -0.899 -2.119 -4.747
H -2.887 -1.122 -5.767
H -4.530 0.106 -4.407
H -5.342 0.776 -2.094
H -4.938 0.701 0.369
H -2.933 -0.465 1.232
H 3.156 -2.639 -3.895
Br -0.944 -2.097 2.338
C 0.183 -5.029 0.878
Br 0.545 -5.532 -0.869
H -0.757 -5.368 1.276
H 1.040 -4.875 1.513
C -0.115 3.541 3.282
C -0.404 2.060 3.046
C -1.917 1.861 2.888
C 0.062 1.244 4.253
P 0.318 1.319 1.448
C 0.049 2.705 0.249
C 0.678 3.951 0.238
C 0.370 4.899 -0.726
C -0.572 4.624 -1.707
C -1.198 3.388 -1.724
C -0.884 2.444 -0.756
C 2.215 1.218 1.581
C 2.995 2.337 2.270
C 2.681 1.075 0.126
C 2.516 -0.091 2.325
H -0.572 3.841 4.231
H -0.537 4.165 2.497
H 0.954 3.740 3.355
H -2.446 2.357 3.707
H -2.155 0.797 2.926
H -2.285 2.278 1.945
H -0.549 1.511 5.120
H 1.104 1.448 4.502
H -0.062 0.175 4.076
H 1.413 4.202 0.988
H 0.867 5.861 -0.708
H -0.813 5.370 -2.454
H -1.926 3.155 -2.491
H -1.371 1.478 -0.773
H 2.962 3.274 1.718
H 4.046 2.038 2.339
H 2.640 2.508 3.286
H 2.532 1.995 -0.440
H 2.128 0.276 -0.375
H 3.746 0.826 0.091
H 2.292 -0.011 3.389
H 3.577 -0.338 2.217
H 1.932 -0.915 1.922
O -3.914 -3.159 -1.388
C -3.349 -3.657 -0.427
O -2.125 -3.493 -0.054
H -3.895 -4.363 0.229
*
```

Formally, the Mulliken partial charges of the atoms, in units of the elementary charge, are as follows: atom 1 (Cr): 0.128, atom 2 (Br): -0.201, atom 3 (C): -0.220, atom 4 (C): -0.442, atom 5 (C): -0.386, atom 6 (C): 0.487, atom 7 (O): 0.541, atom 8 (C): -0.012, atom 9 (C): -0.146, atom 10 (N): 0.918, atom 11 (C): -0.095, atom 12 (C): -0.545, atom 13 (C): -1.041, atom 14 (C): -0.913, atom 15 (C): 1.284, atom 16 (C): -1.098, atom 17 (C): -0.969, atom 18 (C): -0.691, atom 19 (N): 0.997, atom 20 (C): 0.339, atom 21 (C): -0.802, atom 22 (H): 0.452, atom 23 (H): 0.522, atom 24 (H): 0.301, atom 25 (H): 0.516, atom 26 (H): 0.409, atom 27 (H): 0.466, atom 28 (H): 0.477, atom 29 (H): 0.504, atom 30 (H): 0.399, atom 31 (H): 0.540, atom 32 (Br): -0.663, atom 33 (C): -0.789, atom 34 (Br): -0.119, atom 35 (H): 0.480, atom 36 (H): 0.448, atom 37 (C): -1.901, atom 38 (C): 1.900, atom 39 (C): -1.670, atom 40 (C): -1.870, atom 41 (P): 0.842, atom 42 (C): -0.061, atom 43 (C): -0.172, atom 44 (C): -0.867, atom 45 (C): -0.669, atom 46 (C): -0.613, atom 47 (C): -0.511, atom 48 (C): 1.987, atom 49 (C): -1.864, atom 50 (C): -1.899, atom 51 (C): -1.612, atom 52 (H): 0.552, atom 53 (H): 0.382, atom 54 (H): 0.247, atom 55 (H): 0.539, atom 56 (H): 0.243, atom 57 (H): 0.295, atom 58 (H): 0.541, atom 59 (H): 0.314, atom 60 (H): 0.248, atom 61 (H): 0.238, atom 62 (H): 0.429, atom 63 (H): 0.389, atom 64 (H): 0.481, atom 65 (H): 0.637, atom 66 (H): 0.303, atom 67 (H): 0.550, atom 68 (H): 0.246, atom 69 (H): 0.324, atom 70 (H): 0.188, atom 71 (H): 0.516, atom 72 (H): 0.284, atom 73 (H): 0.542, atom 74 (H): -0.068, atom 75 (O): -0.535, atom 76 (C): -0.236, atom 77 (O): -0.104, atom 78 (H): 0.360

---

<B>
C32H36Br3CrN2O3P | wB97M-V/def2-TZVPD

HOMO (alpha / beta): -7.4 / -7.9 eV
Lowest unoccupied orbital energy (alpha / beta): -0.03519 / -0.03420 Ha
⟨S²⟩: 6.0119

```
! RIJCOSX wB97M-V def2-TZVPD def2/J DEFGRID3
* xyz 0 5
Cr 1.629 -0.349 0.882
Br 6.062 4.879 -2.142
C 4.896 3.766 -1.147
C 4.507 4.156 0.149
C 3.666 3.373 0.885
C 3.140 2.148 0.378
O 2.339 1.474 1.116
C 3.558 1.765 -0.933
C 3.191 0.535 -1.539
N 2.396 -0.358 -1.034
C 2.159 -1.569 -1.724
C 2.308 -1.781 -3.073
C 2.045 -3.046 -3.637
C 1.641 -4.096 -2.862
C 1.464 -3.913 -1.472
C 1.065 -4.946 -0.590
C 0.920 -4.686 0.741
C 1.132 -3.372 1.209
N 1.490 -2.395 0.412
C 1.698 -2.644 -0.914
C 4.440 2.597 -1.670
H 4.885 5.083 0.559
H 3.357 3.664 1.879
H 3.656 0.334 -2.503
H 2.604 -0.972 -3.728
H 2.168 -3.176 -4.705
H 1.446 -5.069 -3.296
H 0.887 -5.938 -0.989
H 0.631 -5.455 1.444
H 0.992 -3.104 2.252
H 4.746 2.284 -2.662
Br 0.988 3.205 3.877
C -0.119 4.450 2.921
Br 0.084 4.353 1.007
H 0.153 5.450 3.225
H -1.151 4.221 3.147
C -2.347 -2.331 1.457
C -2.648 -1.627 0.127
C -2.398 -2.624 -1.009
C -4.118 -1.203 0.156
P -1.404 -0.225 -0.035
C -2.075 0.977 1.184
C -3.043 1.959 0.959
C -3.544 2.723 2.003
C -3.101 2.509 3.302
C -2.127 1.553 3.541
C -1.609 0.806 2.490
C -1.527 0.510 -1.767
C -2.901 0.736 -2.408
C -0.773 1.848 -1.699
C -0.732 -0.445 -2.698
H -2.938 -3.250 1.515
H -2.611 -1.709 2.312
H -1.293 -2.594 1.548
H -3.035 -3.502 -0.863
H -1.357 -2.966 -1.018
H -2.627 -2.206 -1.993
H -4.743 -2.095 0.273
H -4.436 -0.698 -0.751
H -4.319 -0.544 1.001
H -3.421 2.144 -0.033
H -4.291 3.481 1.800
H -3.510 3.091 4.120
H -1.750 1.389 4.544
H -0.817 0.096 2.698
H -3.566 1.363 -1.821
H -3.412 -0.207 -2.604
H -2.754 1.226 -3.376
H -0.605 2.215 -2.717
H 0.203 1.730 -1.218
H -1.321 2.609 -1.148
H -0.377 -1.346 -2.195
H -1.345 -0.766 -3.542
H 0.149 0.059 -3.102
O 1.570 -1.724 4.746
C 1.876 -0.899 3.902
O 1.267 -0.707 2.778
H 2.736 -0.220 4.078
*
```

Formally, the Mulliken partial charges of the atoms, in units of the elementary charge, are as follows: atom 1 (Cr): 0.343, atom 2 (Br): -0.218, atom 3 (C): -0.328, atom 4 (C): -0.360, atom 5 (C): -0.607, atom 6 (C): 0.261, atom 7 (O): -0.063, atom 8 (C): -0.141, atom 9 (C): 0.004, atom 10 (N): 0.714, atom 11 (C): -0.454, atom 12 (C): -0.234, atom 13 (C): -1.272, atom 14 (C): -0.805, atom 15 (C): 1.391, atom 16 (C): -0.934, atom 17 (C): -0.723, atom 18 (C): -0.532, atom 19 (N): 0.624, atom 20 (C): 0.308, atom 21 (C): -0.705, atom 22 (H): 0.425, atom 23 (H): 0.375, atom 24 (H): 0.234, atom 25 (H): 0.314, atom 26 (H): 0.379, atom 27 (H): 0.443, atom 28 (H): 0.420, atom 29 (H): 0.472, atom 30 (H): 0.527, atom 31 (H): 0.486, atom 32 (Br): -0.099, atom 33 (C): -0.299, atom 34 (Br): -0.083, atom 35 (H): 0.474, atom 36 (H): -0.001, atom 37 (C): -1.471, atom 38 (C): 1.836, atom 39 (C): -1.745, atom 40 (C): -1.653, atom 41 (P): 0.733, atom 42 (C): 1.113, atom 43 (C): -0.354, atom 44 (C): -0.678, atom 45 (C): -0.868, atom 46 (C): -0.587, atom 47 (C): -0.498, atom 48 (C): 2.200, atom 49 (C): -1.893, atom 50 (C): -1.979, atom 51 (C): -1.677, atom 52 (H): 0.552, atom 53 (H): 0.354, atom 54 (H): 0.018, atom 55 (H): 0.570, atom 56 (H): 0.264, atom 57 (H): 0.219, atom 58 (H): 0.520, atom 59 (H): 0.252, atom 60 (H): 0.297, atom 61 (H): -0.004, atom 62 (H): 0.445, atom 63 (H): 0.374, atom 64 (H): 0.485, atom 65 (H): 0.097, atom 66 (H): 0.172, atom 67 (H): 0.473, atom 68 (H): 0.557, atom 69 (H): 0.559, atom 70 (H): 0.243, atom 71 (H): 0.296, atom 72 (H): -0.026, atom 73 (H): 0.427, atom 74 (H): 0.405, atom 75 (O): -0.620, atom 76 (C): -0.208, atom 77 (O): 0.164, atom 78 (H): 0.300

---

Least stable: <A>